Record 1
Here is a cluster of 2 separate species, C3H2F3NO in total at a distorted geometry from the Open Molecules 2025 dataset. Energies are from wB97M-V/def2-TZVPD.

Calculated values
Calculated total energy = -544.876755 Eh
Kohn-Sham gap (alpha / beta) = 6.9 / 8.3 eV
Multiplicity = 1

Structure (XYZ):
```
10
C3H2F3NO, DFT wB97M-V/def2-TZVPD
C -0.466 -1.689 -0.276
C -0.838 -0.454 -0.020
C 1.106 1.035 0.169
N -1.752 0.340 0.111
O -2.247 1.380 0.411
F 2.057 0.164 0.598
F 1.414 1.365 -1.084
F 1.256 2.190 0.835
H -1.138 -2.449 -0.742
H 0.608 -1.882 -0.002
```

These are the natural (NBO) partial charges, in e, on atoms 1 to 5: atom 1 (C): -0.46, atom 2 (C): 0.11, atom 3 (C): 0.96, atom 4 (N): 0.18, atom 5 (O): -0.27


Record 2
Here is a structure of composition C27H21CsN4O3 from the Open Molecules 2025 dataset. Energies are from wB97M-V/def2-TZVPD.

Calculated values
Calculated total energy = -1506.306541 Eh
Kohn-Sham gap = 5.6 eV
Total charge = -2
Multiplicity = 1

Structure (XYZ):
```
56
C27H21CsN4O3, DFT wB97M-V/def2-TZVPD
Cs -1.620 0.237 -0.848
C 0.042 4.595 0.331
O 0.757 4.949 -0.847
C 1.670 3.996 -1.258
C 2.956 4.408 -1.500
C 3.926 3.505 -1.954
C 3.556 2.186 -2.121
C 2.256 1.720 -1.875
C 2.069 0.280 -2.064
N 1.032 -0.444 -1.859
N 1.311 -1.796 -2.102
C 0.287 -2.603 -1.918
O -0.902 -2.360 -1.583
C 0.648 -4.063 -2.153
C 1.921 -4.479 -2.542
C 2.195 -5.824 -2.741
C 1.202 -6.780 -2.554
C -0.067 -6.374 -2.165
C -0.339 -5.026 -1.968
C 1.226 2.638 -1.466
O 0.016 2.321 -1.277
H -0.453 5.504 0.675
H 0.731 4.244 1.107
H -0.692 3.817 0.128
H 3.191 5.454 -1.330
H 4.940 3.830 -2.154
H 4.296 1.462 -2.450
H 2.973 -0.248 -2.393
H 2.680 -3.721 -2.679
H 3.190 -6.132 -3.043
H 1.419 -7.831 -2.708
H -0.849 -7.111 -2.013
H -1.319 -4.679 -1.663
C 1.987 2.423 3.256
C 1.959 1.615 2.127
C 0.818 0.896 1.801
C -0.322 1.027 2.589
C -0.300 1.839 3.715
C 0.855 2.530 4.053
N -1.494 0.271 2.272
N -2.488 0.983 2.056
C -3.718 0.269 1.841
C -3.988 -0.833 2.661
C -5.186 -1.507 2.514
C -6.069 -1.080 1.524
C -5.743 0.006 0.718
C -4.563 0.772 0.838
H 2.884 2.979 3.501
H 2.820 1.554 1.473
H 0.818 0.293 0.901
H -1.203 1.929 4.307
H 0.861 3.164 4.932
H -3.267 -1.140 3.412
H -5.425 -2.349 3.155
H -7.016 -1.600 1.390
H -6.471 0.283 -0.047
```

These are the Löwdin partial charges, in e, on atoms 1 to 5: atom 1 (Cs): 1.21, atom 2 (C): -0.08, atom 3 (O): -0.11, atom 4 (C): -0.24, atom 5 (C): -0.06


- What is the formula in the second record?
  C27H21CsN4O3